{"formula": "C5H3ClS", "method": "ωB97M-V/def2-TZVPD", "species": ["S", "C", "C", "C", "C", "Cl", "C", "H", "H", "H"], "xyz": [[2.6933, -0.8493, -0.1210], [1.1264, -0.3276, 0.0397], [0.6455, 1.1161, 0.0619], [-0.6501, 1.0879, -0.0211], [-1.0140, -0.3795, 0.0976], [-2.6521, -0.8190, -0.1240], [-0.0080, -1.2458, 0.2232], [1.2950, 1.9209, -0.2831], [-1.3809, 1.8884, -0.0382], [-0.0553, -2.3921, 0.1650]], "e_above_lowest_kcal_mol": 13.9, "gap_ev": 7.461, "smiles": "S=C1C=CC(Cl)=C1"}

***

{"formula": "C3H6F2O", "method": "ωB97M-V/def2-TZVPD", "species": ["O", "C", "F", "C", "F", "H", "H", "C", "H", "H", "H", "H"], "xyz": [[-0.8546, 0.4642, 0.0816], [-0.6540, 0.0836, 1.3562], [0.4937, 0.7691, 1.9570], [-1.3378, -0.9655, 1.8258], [-0.6150, -1.5504, 2.8177], [-0.0873, 1.0898, -0.0581], [-2.2018, -1.4598, 1.6074], [1.0364, 0.1654, -1.8183], [0.9803, 1.1146, -2.2735], [2.0009, 0.4534, -1.1777], [-0.0548, 0.1314, -1.5699], [1.2940, -0.2959, -2.7483]], "e_above_lowest_kcal_mol": 79.7, "gap_ev": 9.831, "smiles": "O/C(F)=C/F.C"}

***

{"formula": "C20H15BrN4O2SZn", "method": "ωB97M-V/def2-TZVPD", "species": ["Zn", "N", "C", "C", "C", "C", "C", "C", "S", "O", "O", "N", "C", "N", "C", "C", "C", "N", "H", "H", "H", "H", "H", "H", "H", "H", "H", "Br", "C", "C", "C", "C", "C", "C", "C", "C", "C", "C", "H", "H", "H", "H", "H", "H"], "xyz": [[-0.0030, 0.9689, 0.4293], [0.7091, -6.8197, -1.8860], [0.3757, -5.6081, -1.3317], [0.9457, -5.1941, -0.1231], [0.6053, -3.9722, 0.4248], [-0.3069, -3.1639, -0.2272], [-0.9059, -3.5720, -1.4055], [-0.5716, -4.7881, -1.9553], [-0.6664, -1.4963, 0.2537], [0.1650, -1.0882, 1.3872], [-2.0698, -1.2817, 0.4388], [-0.1643, -0.5411, -0.9502], [1.1653, -0.5844, -1.0927], [1.7847, -1.6857, -1.5266], [3.0966, -1.6440, -1.6180], [3.8413, -0.5074, -1.3335], [3.1265, 0.5865, -0.8790], [1.8136, 0.5444, -0.7264], [1.5749, -7.2241, -1.5710], [0.5093, -6.9427, -2.8656], [1.6735, -5.8279, 0.3662], [1.0637, -3.6280, 1.3382], [-1.6011, -2.9037, -1.8894], [-1.0110, -5.1126, -2.8874], [3.5708, -2.5658, -1.9275], [4.9134, -0.4871, -1.4256], [3.6066, 1.5182, -0.6102], [0.1508, 1.6299, 3.1767], [-0.9043, 3.2068, 2.7582], [-1.3302, 3.9566, 3.8220], [-2.0546, 5.1350, 3.6065], [-2.2926, 5.5570, 2.3313], [-1.8700, 4.7923, 1.2250], [-2.1321, 5.2346, -0.0873], [-1.7724, 4.4811, -1.1672], [-1.1536, 3.2378, -0.9672], [-0.8510, 2.7586, 0.2884], [-1.1852, 3.5516, 1.4145], [-1.0958, 3.6446, 4.8261], [-2.4050, 5.7038, 4.4533], [-2.8182, 6.4818, 2.1428], [-2.6332, 6.1814, -0.2191], [-1.9750, 4.8278, -2.1723], [-0.9165, 2.6416, -1.8359]], "e_above_lowest_kcal_mol": 10.1, "gap_ev": 8.131}

***

{"formula": "C6H12N4S", "method": "ωB97M-V/def2-TZVPD", "species": ["C", "C", "C", "C", "S", "C", "N", "N", "C", "N", "N", "H", "H", "H", "H", "H", "H", "H", "H", "H", "H", "H", "H"], "xyz": [[-4.0039, 0.1660, -0.4837], [-2.4156, -0.3463, -0.8132], [-1.3702, -0.5642, 0.2751], [-1.1063, 0.5917, 1.0623], [0.1255, 1.6080, 0.2128], [1.5096, 0.7025, 0.1542], [1.5908, -0.4335, 0.5516], [2.9066, -0.8790, 0.4135], [3.4765, 0.1606, -0.3229], [4.9369, 0.1058, -0.3233], [2.6704, 1.2455, -0.5621], [-3.8846, 1.2004, 0.2325], [-4.5614, -0.5359, 0.2678], [-4.4415, 0.2665, -1.4503], [-2.5757, -1.4098, -1.0615], [-1.9098, 0.0003, -1.6584], [-0.4459, -1.0164, -0.0029], [-2.1213, -1.2824, 0.8655], [-1.8968, 1.2976, 1.2837], [-0.6084, 0.2043, 1.9317], [3.4339, -1.4266, 1.0273], [5.3447, 1.0439, -0.8240], [5.3464, -0.6989, -0.7755]], "e_above_lowest_kcal_mol": 74.6, "gap_ev": 9.079, "smiles": "CCCCSc1n[nH]c(N)n1"}

***

{"formula": "C31H30Cr2N6O3", "method": "ωB97M-V/def2-TZVPD", "species": ["Cr", "Cr", "C", "O", "O", "O", "N", "C", "C", "C", "C", "C", "H", "H", "H", "H", "H", "N", "C", "C", "C", "C", "C", "H", "H", "H", "H", "H", "N", "C", "C", "C", "C", "C", "H", "H", "H", "H", "H", "N", "C", "C", "C", "C", "C", "H", "H", "H", "H", "H", "N", "C", "C", "C", "C", "C", "H", "H", "H", "H", "H", "N", "C", "C", "C", "C", "C", "H", "H", "H", "H", "H"], "xyz": [[2.7005, 0.4175, -0.7760], [0.5025, -3.2470, 0.0178], [0.3972, -0.6400, -0.5110], [-0.5882, -1.3510, -0.2663], [1.3997, -1.3008, -0.2363], [0.6129, 0.4860, -0.9470], [-0.7690, 5.5510, 0.0040], [-1.0506, 4.3051, -0.5496], [-0.9777, 3.1278, 0.2043], [-0.6561, 3.2094, 1.5195], [-0.1553, 4.4107, 2.0897], [-0.2930, 5.5376, 1.3102], [-1.3260, 4.2247, -1.5908], [-1.2905, 2.2060, -0.2634], [-0.6546, 2.2434, 2.0024], [0.1806, 4.4327, 3.1159], [-0.2249, 6.5245, 1.7435], [-4.2691, -1.2849, -4.3742], [-3.5193, -0.8620, -5.4323], [-2.4109, -0.1016, -5.1795], [-1.9112, 0.0143, -3.9279], [-2.6536, -0.4527, -2.8390], [-3.8503, -1.1083, -3.0902], [-3.9316, -0.8497, -6.4304], [-1.8682, 0.4092, -5.9612], [-1.0322, 0.5985, -3.6990], [-2.2864, -0.3697, -1.8267], [-4.4513, -1.4369, -2.2551], [2.7057, 1.0812, 1.2910], [2.5175, 2.3770, 1.8355], [2.5773, 2.6484, 3.1964], [2.9393, 1.7317, 4.1699], [3.3092, 0.5058, 3.7274], [3.1043, 0.2375, 2.3362], [2.1749, 3.1484, 1.1618], [2.4404, 3.7048, 3.3740], [3.1063, 2.0576, 5.1859], [3.7046, -0.2156, 4.4271], [3.3154, -0.7612, 1.9833], [3.1743, 2.4301, -1.4413], [2.1428, 3.3290, -1.4824], [2.2683, 4.7228, -1.6618], [3.5542, 5.2189, -1.8617], [4.6172, 4.3218, -1.8435], [4.3924, 2.9965, -1.6853], [1.1569, 2.9883, -1.2024], [1.4372, 5.3625, -1.4040], [3.6985, 6.2870, -1.9312], [5.6206, 4.6917, -1.9947], [5.3063, 2.4246, -1.7489], [-0.0988, -3.0843, 2.3554], [0.3291, -3.8731, 3.4402], [-0.3298, -4.1167, 4.6589], [-1.4973, -3.4239, 4.8263], [-1.9413, -2.5199, 3.8629], [-1.2070, -2.3622, 2.6783], [1.1472, -4.4957, 3.1094], [0.1294, -4.7430, 5.4093], [-2.0134, -3.7007, 5.7338], [-2.7869, -1.8658, 4.0162], [-1.5066, -1.6613, 1.9132], [-1.2233, -4.5889, -0.7780], [-1.1650, -5.9083, -0.7855], [-2.0073, -6.7398, -1.6896], [-3.0840, -6.1137, -2.2911], [-3.1750, -4.7408, -2.2271], [-2.2674, -4.0194, -1.4074], [-0.3479, -6.4142, -0.2927], [-1.8107, -7.7951, -1.8082], [-3.8203, -6.6620, -2.8599], [-3.9267, -4.2127, -2.7950], [-2.2836, -2.9409, -1.3526]], "multiplicity": 10, "gap_ev": [7.019, 2.903], "s_squared": 24.795, "total_charge": 3}

***

{"formula": "C7H17N2S", "method": "ωB97M-V/def2-TZVPD", "species": ["C", "C", "C", "C", "C", "C", "C", "N", "N", "S", "H", "H", "H", "H", "H", "H", "H", "H", "H", "H", "H", "H", "H", "H", "H", "H", "H"], "xyz": [[1.2606, 1.7050, 0.8938], [1.0865, 1.7320, -0.6143], [0.7194, 0.5717, 0.1220], [-0.5245, -2.2657, 0.6311], [-2.2209, -0.9837, 1.6630], [0.2662, 0.5038, -2.8017], [-0.6856, -0.8367, 1.2377], [0.3959, 1.2703, -3.8694], [-0.6134, 0.1020, 0.1279], [1.1635, -0.8516, -2.4414], [2.2897, 1.7631, 1.1499], [0.6040, 2.2581, 1.5155], [0.2822, 2.4186, -1.0737], [2.0182, 1.6493, -1.1081], [0.5240, -2.2200, 0.4358], [-0.6320, -2.9917, 1.4122], [-1.1005, -2.4672, -0.2305], [-2.1239, -1.7093, 2.4895], [-2.8305, -1.3670, 0.8334], [-2.7690, -0.1441, 2.0461], [1.2708, -0.4723, 0.0717], [0.1477, -0.6830, 1.9814], [-0.3303, 1.8413, -4.2267], [0.9322, 0.7722, -4.5141], [-1.3502, 0.8296, 0.0571], [-0.6906, 0.7872, -2.2133], [0.4565, -1.3717, -1.3691]], "e_above_lowest_kcal_mol": 96.9, "gap_ev": 7.734, "total_charge": 1}

***

{"formula": "C2H5IO2", "method": "ωB97M-V/def2-TZVPD", "species": ["C", "C", "O", "O", "I", "H", "H", "H", "H", "H"], "xyz": [[0.5758, 0.9273, 0.2806], [-0.2161, -0.3358, 0.0185], [0.0365, -0.9404, -1.1847], [-0.0507, -1.2225, 1.0220], [-2.4305, 0.2945, -0.0194], [0.3231, 1.3143, 1.2634], [1.6368, 0.6771, 0.2648], [0.3679, 1.6855, -0.4699], [0.0755, -0.2963, -1.9015], [-0.3183, -2.1036, 0.7263]], "e_above_lowest_kcal_mol": 0.0, "gap_ev": 9.763, "smiles": "CC(O)(O)I"}